Here is C28H20LaN9O6S2Se2 as an isolated structure at a distorted geometry from the Open Molecules 2025 dataset. Energies are from ωB97M-V/def2-TZVPD.

Geometry as XYZ:
```
68
Properties=species:S:1:pos:R:3:forces:R:3:lowdin_charge:R:1
La 0.66122 -1.18041 0.04219 -0.045 0.564 1.530 1.91
C 3.21611 5.71661 -1.42347 -0.718 1.786 0.854 -0.43
S 2.99016 5.51203 0.35787 0.125 2.010 0.369 0.82
C 2.67410 3.86491 0.56698 -3.289 -0.707 3.733 -1.18
S 3.25523 2.84538 -0.56969 1.315 -2.261 -1.340 0.59
N 1.86871 3.63326 1.68038 2.440 3.474 -2.606 -0.13
N 1.61631 2.39468 1.96390 -1.895 -2.902 1.531 -0.04
C 0.83215 2.18899 2.99997 1.517 1.920 -2.297 -0.11
C 0.37938 0.85843 3.31424 0.157 -0.943 2.251 -0.28
C 0.70145 0.43928 4.64089 -1.192 -1.662 -1.768 -0.01
C 0.24725 -0.82011 5.03665 -0.240 -0.034 -0.947 -0.03
C -0.78426 -1.43779 4.27352 0.791 0.693 1.101 -0.04
C -1.05582 -0.86598 3.04407 -1.349 -1.204 0.734 -0.20
N -0.38588 0.12334 2.50074 0.398 1.791 -0.407 0.05
H 3.72133 6.72639 -1.41660 -0.473 -1.105 -0.669 0.04
H 2.23942 5.71751 -1.94092 0.461 0.242 0.258 0.04
H 3.78336 4.90530 -1.78384 1.012 -0.498 -0.574 -0.05
H 0.47277 3.03362 3.65410 0.440 -0.722 -0.687 0.13
H 1.38923 0.99716 5.21762 0.576 0.506 0.469 0.09
H 0.77498 -1.33385 5.83213 -0.574 0.042 0.374 0.11
H -1.32645 -2.31121 4.65340 0.372 0.335 -0.427 0.12
H -1.93153 -1.19637 2.48087 0.450 -0.406 -0.141 0.12
O -6.01485 -3.97684 0.74486 -1.706 -0.741 -0.125 -0.04
C -5.12911 -4.58833 1.34324 2.016 0.894 1.756 -0.71
O -5.01870 -5.41036 2.28277 -1.484 -0.301 -0.609 -0.05
C -3.75908 -4.01040 1.01001 1.452 1.124 -2.213 -0.10
C -3.59230 -3.33884 -0.25378 -2.220 -1.563 0.165 -0.01
C -2.38872 -2.95530 -0.72812 0.918 0.710 -0.124 -0.16
N -1.28244 -2.98946 0.03348 0.486 -0.720 1.896 -0.03
C -1.38830 -3.57961 1.26504 -0.263 0.136 0.084 -0.16
C -2.61217 -4.10172 1.77501 1.316 0.046 0.409 0.04
C -0.11377 -3.59415 2.21162 -1.316 -0.835 0.570 -0.66
O -0.10551 -4.33405 3.19705 -0.496 -0.041 -0.611 0.01
O 0.77245 -2.74218 1.96119 0.715 1.214 -1.488 -0.20
H -4.49102 -3.29690 -0.91085 0.786 0.096 0.691 0.12
H -2.23791 -2.55992 -1.73426 -0.181 0.044 0.219 0.11
H -2.57615 -4.55266 2.79037 -0.182 0.205 -1.032 0.13
Se 1.07188 2.00303 -1.34261 -0.476 -0.162 1.013 0.57
Se -1.24914 0.91332 -1.73124 -0.290 -0.246 -0.835 0.61
C -2.74362 1.98878 -1.21347 -0.633 0.958 -0.178 -0.66
C -3.54477 1.36007 -0.24491 0.652 -0.542 -0.524 -0.15
C -4.78469 1.85759 0.05475 -0.199 0.772 0.426 -0.07
C -5.21955 3.06457 -0.55910 0.649 -2.336 0.802 -0.09
C -4.35305 3.59275 -1.45935 1.091 2.597 -1.091 -0.20
N -3.12602 3.14750 -1.79855 0.101 -1.490 0.582 0.04
C 1.94398 1.13866 -2.82495 0.831 0.359 -0.959 -0.66
C 1.41106 1.26586 -4.15271 -0.575 -0.066 1.157 -0.11
C 2.23874 0.95656 -5.20072 0.447 -0.565 -0.537 -0.10
C 3.52900 0.40202 -4.98564 -0.507 0.985 1.834 -0.07
C 3.92717 0.26042 -3.62727 -0.064 0.454 0.744 -0.10
N 3.17511 0.68194 -2.52492 -0.691 -0.537 -3.027 -0.01
H -3.10374 0.42861 0.12799 -0.689 0.384 0.364 0.07
H -5.34251 1.37864 0.85143 -0.277 -0.010 -0.221 0.11
H -6.17478 3.47032 -0.32467 -0.453 0.435 0.014 0.08
H -4.54812 4.60559 -1.90185 -0.171 -1.061 0.250 0.11
H 0.34570 1.58691 -4.30767 1.335 -0.185 0.290 0.10
H 1.89038 1.12784 -6.23153 0.176 -0.139 0.532 0.10
H 4.18546 0.30586 -5.84685 0.076 -0.473 0.430 0.09
H 4.91907 -0.12557 -3.27297 -0.956 0.279 -0.854 0.12
O 1.62102 -3.03223 -1.22880 -0.193 0.028 -0.788 -0.17
C 1.19117 -2.54240 -2.29681 -0.132 0.990 -0.843 -0.51
O 0.44871 -1.47590 -2.36717 0.994 -1.718 0.021 -0.34
H 1.51144 -2.97946 -3.27737 -0.261 0.036 0.539 0.14
N 3.03797 -0.85177 0.66825 3.729 -2.179 -0.160 -0.04
C 4.10316 -1.43878 0.69969 -3.683 2.342 0.381 -0.33
N 5.23375 -1.97256 0.95741 -0.226 -0.153 0.035 0.06
C 6.08278 -2.31378 0.02123 2.161 -0.392 -2.158 -0.43
N 6.92083 -2.58487 -0.77229 -1.884 0.448 1.832 0.04
```
Forces are in eV/Å.

Properties
HOMO-LUMO gap = 6.667 eV
Net charge = -2
HOMO level = -3.30 eV
Spin multiplicity = 1
LUMO = 3.362 eV
ΔE to the lowest compared entry with this formula, charge and spin = 0.907 eV

Here is a 2-piece molecular cluster, C3H7N3O overall from the Open Molecules 2025 dataset. Energies are from ωB97M-V/def2-TZVPD.

Geometry as XYZ:
```
14
Properties=species:S:1:pos:R:3:forces:R:3:lowdin_charge:R:1
C -1.10658 -0.38161 0.32449 0.415 0.122 -0.138 -0.06
C 0.77521 -1.04595 -0.16449 -0.020 0.172 -0.209 -0.62
C 0.31604 1.01312 -0.54626 0.213 -0.554 0.050 -0.34
N 1.24699 -1.28412 1.14127 -0.082 0.099 -0.036 0.10
N -0.49688 2.01139 -0.91308 -0.153 0.057 0.036 0.14
N 1.41952 0.53796 -0.61053 -0.381 -0.200 0.141 0.18
O 0.72087 -1.81990 -1.06975 -0.042 0.358 0.244 0.07
H 2.23344 -1.52331 1.07779 -0.062 0.026 -0.027 0.10
H 1.13525 -0.48085 1.74567 -0.003 0.002 -0.080 0.09
H -0.54666 2.20050 -1.90469 0.027 -0.074 0.080 0.12
H -1.35866 2.13597 -0.40614 0.071 -0.064 -0.006 0.10
H -1.75594 -0.36747 -0.54829 0.001 0.025 0.003 0.04
H -1.40050 0.36263 1.07144 -0.019 0.020 -0.038 0.03
H -1.18209 -1.35836 0.80257 0.037 0.011 -0.019 0.04
```
Forces are in eV/Å.

Properties
HOMO-LUMO gap = 8.813 eV
Net charge = 0
HOMO level = -8.41 eV
Spin multiplicity = 1
LUMO = 0.404 eV
ΔE to the lowest compared entry with this formula, charge and spin = 4.735 eV

Here is C12H36Fe2O20P2Pd as an isolated structure at a distorted geometry from the Open Molecules 2025 dataset. Energies are from ωB97M-V/def2-TZVPD.

Geometry as XYZ:
```
73
Properties=species:S:1:pos:R:3:forces:R:3:lowdin_charge:R:1
Fe 0.99133 1.50475 -0.99385 1.991 1.650 -0.637 0.77
Fe -0.92798 -2.71362 1.01002 -1.763 0.645 3.156 1.10
Pd -2.45732 0.00609 2.03149 -0.572 -0.755 0.935 0.97
P 0.11767 -0.66374 -0.17736 0.403 -0.509 1.647 0.03
O 0.48833 -2.15072 -0.21869 1.131 -0.971 0.002 -0.36
O -1.14429 -0.75241 0.60955 -2.298 -0.359 -0.070 -0.42
O 0.02857 -0.05923 -1.53167 -1.055 -0.713 -2.741 -0.29
O 1.00437 0.34456 0.53766 1.595 -0.295 1.184 -0.31
P -2.39601 -2.05804 4.17097 0.005 -7.747 4.349 -0.12
O -1.21675 -2.70250 4.96440 -1.774 2.265 -1.290 -0.42
O -2.53378 -0.58468 4.03934 -0.538 6.207 1.811 -0.36
O -3.70413 -2.84214 4.20934 0.159 1.044 1.272 -0.38
O -2.13942 -2.15755 2.68062 3.253 -2.272 -8.840 -0.45
C 2.90652 -4.34195 -0.80702 1.094 -0.823 0.466 -0.23
C 4.01177 -5.45595 -0.50638 -1.347 1.022 -1.866 -0.24
O 3.47659 -6.46478 0.28772 -0.116 -0.755 0.744 -0.06
O 2.93807 -3.39583 0.22195 0.517 0.567 0.562 -0.08
H 1.88826 -4.73009 -0.83171 0.167 -0.855 -0.196 0.11
H 3.05239 -3.86985 -1.77858 0.406 0.033 -0.269 0.10
H 4.95671 -5.07182 -0.12216 -0.305 0.492 0.436 0.11
H 4.28269 -5.90905 -1.46001 0.035 0.187 -0.397 0.10
H 3.51008 -7.26299 -0.24458 -0.161 -0.108 0.350 0.08
H 2.08032 -2.96473 0.22333 -0.070 0.296 0.031 0.01
C 1.03762 0.64931 3.86716 -0.527 0.522 0.829 -0.24
C -0.15108 1.60967 3.72557 1.159 -0.371 0.030 -0.21
O -0.69370 1.52611 2.41780 -0.051 0.696 0.190 -0.15
O 2.12404 0.80186 3.00820 0.465 1.022 -0.804 -0.06
H 0.71310 -0.37803 3.70173 -0.521 -0.137 1.090 0.13
H 1.39820 0.94973 4.85095 0.122 -1.020 0.386 0.13
H 0.17513 2.64441 3.83041 0.123 0.149 0.583 0.12
H -0.80745 1.28819 4.53423 -0.623 0.217 -0.449 0.12
H 0.12554 1.47219 1.92027 -0.102 -0.265 -0.868 0.03
H 1.82351 0.41165 2.18417 0.429 -0.075 -0.496 0.02
C 2.98830 0.39829 -2.84214 0.562 -0.040 -0.336 -0.20
C 2.47346 1.56538 -3.69738 0.963 -1.492 -0.964 -0.16
O 1.37823 2.12396 -3.00656 -0.389 0.198 0.161 -0.08
O 3.11350 0.87550 -1.54522 -0.532 0.867 2.193 -0.08
H 3.99800 -0.00084 -2.93857 -0.034 0.096 -2.000 0.14
H 2.29443 -0.44221 -2.82782 -0.338 0.060 -0.521 0.13
H 2.18329 1.07331 -4.62569 -0.430 0.308 -0.224 0.13
H 3.17662 2.35415 -3.96477 0.382 -0.180 0.405 0.13
H 1.02327 2.88493 -3.47189 -0.078 -0.018 -0.082 0.13
H 3.45290 0.11614 -1.06586 -0.011 0.121 0.892 0.12
C 1.20423 4.20100 -0.28537 -2.800 4.583 -1.079 -0.25
C -0.33127 3.95787 -0.29418 1.108 0.194 0.896 -0.16
O -0.58994 2.81384 -1.06171 -0.803 0.101 -0.525 -0.09
O 1.98342 3.13119 -0.08222 0.938 -1.890 1.343 -0.03
H 1.25465 5.01784 0.43458 0.605 -0.190 0.743 0.14
H 1.60736 4.68234 -1.17638 -0.751 0.250 -0.727 0.13
H -0.97645 4.76089 -0.65056 0.780 0.558 -0.256 0.14
H -0.64216 3.83356 0.74313 -0.001 -0.578 0.189 0.12
H -1.46375 2.93975 -1.43880 -0.043 -0.739 -0.236 0.12
H 2.87275 3.49249 -0.06978 0.540 -0.793 0.106 0.15
C -1.43853 -2.82298 -3.27032 1.166 0.355 1.440 -0.16
C -2.32809 -1.68156 -2.73378 0.649 -1.159 -1.600 -0.26
O -1.88602 -0.42461 -3.21665 -1.405 -0.399 0.493 -0.07
O 0.00429 -2.77642 -2.78819 -2.575 -0.385 -1.633 -0.11
H -1.43327 -2.90661 -4.35710 0.207 0.327 0.111 0.11
H -1.97052 -3.68994 -2.87858 0.494 -0.650 0.052 0.10
H -2.41807 -1.81376 -1.65557 0.397 0.643 0.435 0.10
H -3.33243 -1.94123 -3.06839 -0.176 0.422 -0.405 0.12
H -1.20390 -0.23610 -2.56798 0.820 0.658 -0.038 -0.01
H 0.02633 -2.27265 -1.97129 -0.004 -0.268 0.000 -0.02
C -3.79874 2.65771 0.49916 -0.939 0.140 -1.464 -0.23
C -4.55335 2.57133 1.79756 0.334 1.320 0.507 -0.21
O -3.63621 1.95343 2.66914 -0.320 -0.473 0.322 -0.10
O -3.05535 1.50336 0.18616 0.651 -0.324 0.189 -0.10
H -3.18137 3.55565 0.52496 0.379 -0.024 0.019 0.11
H -4.46462 2.70956 -0.36224 -0.609 0.894 0.303 0.13
H -5.59302 2.24808 1.74557 0.273 -1.180 0.008 0.13
H -4.66908 3.60044 2.13762 -0.058 0.365 -0.054 0.12
H -3.91477 1.92005 3.58723 -0.259 -0.100 0.175 0.12
H -3.11330 1.38826 -0.76515 0.072 -0.560 0.031 0.09
```
Forces are in eV/Å.

Properties
HOMO-LUMO gap (spin up / spin down) = 4.817 / 4.636 eV
Net charge = 0
HOMO level (spin up / spin down) = -6.06 / -5.88 eV
Spin multiplicity = 11
LUMO (spin up / spin down) = -1.245 / -1.240 eV
Expectation value of S² = 30.03

Q: Which of these has the highest spin multiplicity?
A: C12H36Fe2O20P2Pd